Density functional theory data (ωB97M-V with the def2-TZVPD basis set) for a cluster of 5 separate species, C47H52ClF36NO14S2 in total in a non-equilibrium geometry.

```
153
Properties=species:S:1:pos:R:3:mulliken_charge:R:1
C -5.237 0.339 2.156 -0.958
C -5.484 1.945 1.947 -0.376
C -4.566 2.657 0.882 -0.691
C -3.178 3.389 1.224 1.266
C -3.128 3.687 2.785 -0.171
Cl -2.963 2.232 3.974 -0.043
C -4.227 4.550 3.541 -1.104
C -5.513 5.147 2.852 -0.856
C -2.982 4.862 0.518 0.232
F -2.960 5.997 1.459 -0.490
N -3.874 5.256 -0.562 0.632
C -5.093 6.004 -0.305 0.582
C -5.322 7.488 0.263 -1.222
O -6.187 5.477 -0.702 -0.579
C -3.192 6.020 -1.674 0.619
C -2.873 5.390 -3.125 -1.170
O -2.885 7.247 -1.588 -0.506
O -1.672 5.120 -0.045 -0.832
S -0.343 4.660 0.800 1.883
O 0.808 5.144 -0.075 -0.777
O -0.074 5.420 2.098 -0.718
C -0.466 2.827 1.024 -0.078
C 0.052 2.566 2.506 -1.597
C 0.514 1.085 2.915 -0.054
C -0.070 0.589 4.363 -0.885
C -1.088 -0.652 4.244 -0.647
S -0.548 -2.183 5.136 1.241
O 0.051 -3.123 4.101 -0.622
O 0.350 -1.947 6.309 -0.616
O -1.951 -2.911 5.761 -0.503
O 0.398 1.959 0.279 -0.081
C 1.718 2.271 0.014 0.261
O 2.019 2.663 -1.155 -0.543
C 3.020 2.111 0.959 0.359
C 3.651 3.368 1.642 -0.127
C 4.886 3.251 2.601 -0.655
C 5.425 1.809 2.836 -0.492
C 4.825 0.533 2.140 -0.518
C 3.587 0.658 1.178 0.024
C -1.997 2.408 0.602 0.199
C -2.159 0.860 1.019 -0.579
C -2.034 2.283 -1.002 0.596
F -1.031 3.009 -1.750 -0.264
F -1.815 0.950 -1.518 -0.342
F -3.181 2.700 -1.703 -0.242
H -6.174 -0.076 2.691 0.442
H -5.115 -0.119 1.109 0.331
H -4.298 0.112 2.760 -0.040
H -5.583 2.351 2.995 -0.185
H -6.569 1.957 1.529 0.498
H -5.278 3.404 0.350 0.415
H -4.496 1.829 0.072 0.522
H -2.123 4.236 2.975 0.589
H -4.628 4.052 4.506 0.468
H -3.680 5.471 3.998 0.353
H -5.920 4.709 1.897 0.319
H -5.340 6.276 2.658 0.204
H -6.404 5.147 3.597 0.020
H -4.355 7.971 0.636 0.224
H -6.139 7.451 1.080 0.367
H -5.792 8.100 -0.596 0.372
H -3.038 6.219 -3.893 0.444
H -1.764 5.073 -3.206 0.218
H -3.572 4.528 -3.404 0.226
H -0.478 3.023 3.389 0.906
H 1.061 3.157 2.527 0.419
H 0.257 0.254 2.185 0.301
H 1.660 1.025 3.064 0.077
H -0.496 1.477 4.969 0.254
H 0.812 0.206 5.010 0.663
H -1.224 -0.966 3.138 0.274
H -2.129 -0.325 4.598 0.401
H -2.608 -3.042 5.039 0.353
H 3.159 4.382 1.403 0.380
H 5.326 4.185 3.097 0.342
H 6.317 1.682 3.533 0.325
H 5.257 -0.512 2.347 0.304
H 3.097 -0.240 0.672 0.464
H -2.249 0.628 2.119 -0.618
H -1.267 0.193 0.706 0.401
H -3.057 0.335 0.517 0.422
C 4.620 -3.884 -0.458 -0.432
C 5.393 -2.649 0.049 0.832
C 5.664 -1.563 -0.991 0.209
F 6.430 -2.004 -2.008 -0.218
F 6.340 -0.529 -0.430 -0.273
F 6.542 -3.056 0.641 -0.303
F 4.637 -2.090 1.046 -0.264
O 5.405 -5.029 -0.790 -0.397
C 5.940 -5.054 -2.096 0.716
C 7.472 -5.054 -2.107 0.108
F 7.974 -3.953 -1.509 -0.216
F 7.941 -5.058 -3.381 -0.222
F 5.409 -4.046 -2.821 -0.285
F 5.489 -6.199 -2.660 -0.249
H 3.998 -4.217 0.378 0.478
H 3.907 -3.637 -1.249 0.045
H 4.732 -1.166 -1.405 0.245
H 7.868 -5.930 -1.588 0.225
C 7.259 -7.417 -7.399 -0.769
C 8.730 -7.243 -6.966 0.913
C 9.121 -5.848 -6.481 0.517
F 8.975 -4.911 -7.439 -0.225
F 10.431 -5.819 -6.122 -0.282
F 9.539 -7.655 -7.971 -0.290
F 8.945 -8.113 -5.934 -0.317
O 6.989 -7.357 -8.805 -0.374
C 6.787 -6.079 -9.371 0.806
C 7.845 -5.728 -10.423 0.168
F 9.088 -5.723 -9.895 -0.215
F 7.630 -4.489 -10.928 -0.259
F 6.695 -5.158 -8.394 -0.270
F 5.568 -6.121 -9.959 -0.289
H 6.983 -8.439 -7.122 0.415
H 6.577 -6.783 -6.826 0.327
H 8.532 -5.550 -5.611 -0.044
H 7.831 -6.446 -11.246 0.233
C 0.408 -5.495 -5.730 -0.720
C 0.844 -5.008 -4.333 0.940
C 2.189 -4.287 -4.270 0.010
F 3.212 -5.077 -4.649 -0.146
F 2.463 -3.901 -2.995 -0.310
F 0.810 -6.051 -3.468 -0.270
F -0.113 -4.134 -3.900 -0.333
O 0.642 -6.876 -6.032 -0.412
C 1.916 -7.219 -6.538 0.763
C 2.679 -8.172 -5.610 0.186
F 2.884 -7.623 -4.393 -0.182
F 3.903 -8.462 -6.119 -0.208
F 2.609 -6.100 -6.823 -0.268
F 1.693 -7.832 -7.723 -0.309
H -0.682 -5.401 -5.755 0.417
H 0.759 -4.839 -6.530 0.336
H 2.192 -3.391 -4.896 0.255
H 2.130 -9.106 -5.472 0.201
C -9.350 3.531 8.200 -0.707
C -8.621 4.770 8.761 0.904
C -8.418 5.925 7.780 0.047
F -7.653 5.577 6.726 -0.146
F -7.776 6.955 8.389 -0.278
F -7.444 4.383 9.307 -0.266
F -9.377 5.239 9.798 -0.329
O -8.527 2.431 7.791 -0.411
C -8.009 2.465 6.478 0.782
C -6.478 2.515 6.454 0.173
F -6.006 3.614 7.081 -0.292
F -6.018 2.568 5.177 -0.167
F -8.578 3.473 5.790 -0.260
F -8.429 1.324 5.883 -0.301
H -9.937 3.127 9.029 0.404
H -10.090 3.791 7.439 0.322
H -9.374 6.303 7.407 0.252
H -6.049 1.638 6.942 0.267
```

Energy above the lowest of the compared OMol25 structures with the same formula, charge and spin (eV): 7.468
SMILES: CCC[C@@]1([C@H](Cl)CC)[C@@](C)(C(F)(F)F)[C@@](CCCCS(=O)(=O)O)(OC(=O)c2ccccc2)S(=O)(=O)O[C@@]1(F)N(C(C)=O)C(C)=O.FC(F)C(F)(F)COC(F)(F)C(F)F.FC(F)C(F)(F)COC(F)(F)C(F)F.FC(F)C(F)(F)COC(F)(F)C(F)F.FC(F)C(F)(F)COC(F)(F)C(F)F
HOMO-LUMO gap (hartree): 0.3139

Density functional theory data (ωB97M-V with the def2-TZVPD basis set) for a cluster of 7 separate species, C21H42O13 in total in a non-equilibrium geometry.

```
76
Properties=species:S:1:pos:R:3:mulliken_charge:R:1
C -12.145 10.649 8.662 -0.293
O -12.805 11.722 9.350 -0.313
C -12.792 11.760 10.723 0.897
O -12.309 10.894 11.513 -0.651
O -13.452 12.861 11.040 -0.306
C -13.591 13.204 12.406 -0.465
H -11.076 10.716 8.864 0.341
H -12.304 10.591 7.585 0.248
H -12.565 9.735 9.082 -0.066
H -14.192 14.109 12.499 0.065
H -12.538 13.395 12.614 0.409
H -13.894 12.400 13.076 0.228
C -16.817 5.568 12.455 -0.304
O -15.666 4.818 12.821 -0.324
C -14.469 5.035 12.197 0.700
O -13.414 4.487 12.509 -0.583
O -14.585 5.786 11.074 -0.250
C -13.486 6.202 10.221 -0.727
H -17.059 5.518 11.394 0.197
H -16.876 6.594 12.819 -0.026
H -17.675 5.063 12.898 0.375
H -13.056 7.021 10.797 0.302
H -13.807 6.655 9.283 0.211
H -12.741 5.412 10.125 0.412
C -22.140 10.136 8.543 -0.727
O -20.811 9.701 8.749 -0.229
C -20.493 8.375 8.408 0.569
O -21.239 7.526 7.822 -0.613
O -19.280 8.213 8.784 -0.056
C -18.627 7.015 8.520 -0.412
H -22.961 9.451 8.758 0.322
H -22.230 10.444 7.502 0.295
H -22.267 11.016 9.173 0.239
H -18.378 6.966 7.459 0.301
H -19.239 6.190 8.884 0.384
H -17.714 6.918 9.108 -0.120
C -16.631 8.056 16.048 -0.489
C -17.764 8.926 16.480 0.807
O -18.429 9.600 15.623 -0.566
C -18.179 8.938 17.962 -1.235
H -15.702 8.626 16.059 0.294
H -16.821 7.708 15.033 -0.157
H -16.580 7.246 16.775 0.399
H -18.679 7.981 18.108 0.335
H -18.916 9.724 18.132 0.327
H -17.282 9.069 18.567 0.358
C -15.644 9.060 8.995 0.723
C -15.776 9.609 7.623 0.820
O -16.483 10.600 7.401 -0.622
C -15.067 8.896 6.561 -1.264
H -16.484 9.367 9.619 -0.685
H -14.669 9.317 9.410 0.097
H -15.628 7.970 8.961 -0.109
H -14.036 8.780 6.894 0.289
H -15.109 9.384 5.588 0.334
H -15.568 7.945 6.378 0.318
C -15.730 9.806 12.845 -0.211
C -16.661 10.554 11.934 0.954
O -16.288 11.496 11.218 -0.559
C -18.036 9.925 11.712 -0.695
H -14.806 10.366 12.705 -0.133
H -15.562 8.839 12.370 -0.023
H -16.110 9.856 13.866 0.040
H -18.379 9.391 12.598 0.369
H -18.017 9.218 10.883 -0.048
H -18.725 10.734 11.466 0.323
C -16.691 15.799 13.804 -1.125
C -16.475 14.644 14.798 0.508
O -16.208 14.818 15.936 -0.549
C -16.603 13.220 14.295 -0.351
H -15.839 16.479 13.808 0.292
H -17.534 16.333 14.243 0.390
H -17.001 15.415 12.832 0.294
H -17.280 12.673 14.953 0.377
H -15.638 12.718 14.226 -0.060
H -17.019 13.215 13.288 0.205
```

Energy above the lowest of the compared OMol25 structures with the same formula, charge and spin (eV): 1.224
SMILES: COC(=O)OC.COC(=O)OC.COC(=O)OC.CC(C)=O.CC(C)=O.CC(C)=O.CC(C)=O
HOMO-LUMO gap (hartree): 0.3599